(1)
DFT (the ωB97M-V functional and the def2-TZVPD basis) results for a cluster of 3 separate species, C11H28BO3P in total in a non-equilibrium geometry.

## Properties
lowest unoccupied orbital energy: 0.23 eV
DFT total energy: -1027.748205 Ha
highest occupied orbital energy: -8.2 eV
frontier orbital gap: 8.38 eV

Positions of all 44 atoms, in Å:
C: 3.025 -0.131 0.062
C: 2.286 0.720 0.821
P: 0.723 1.269 0.113
B: -0.637 -0.110 0.315
C: -0.390 -1.519 0.943
O: -1.915 0.189 -0.099
H: 2.603 -1.070 -0.287
H: 4.044 0.076 -0.263
H: 2.551 1.066 1.814
H: 0.963 1.244 -1.270
H: -1.105 -1.715 1.747
H: 0.616 -1.662 1.336
H: -0.569 -2.288 0.184
H: -2.025 1.148 -0.050
C: -4.608 1.786 1.771
C: -3.423 2.521 2.377
O: -3.638 3.906 2.575
C: -4.706 4.250 3.440
C: -4.557 3.716 4.854
H: -4.908 2.251 0.830
H: -4.344 0.746 1.578
H: -5.471 1.793 2.438
H: -2.565 2.469 1.704
H: -3.113 2.040 3.312
H: -5.665 3.936 3.011
H: -4.712 5.340 3.459
H: -4.580 2.626 4.885
H: -5.374 4.082 5.477
H: -3.611 4.043 5.288
C: 2.290 -4.013 -3.952
C: 2.411 -2.694 -3.208
O: 3.471 -2.655 -2.269
C: 4.774 -2.846 -2.788
C: 5.188 -1.811 -3.820
H: 2.190 -4.840 -3.248
H: 1.411 -3.995 -4.598
H: 3.159 -4.209 -4.581
H: 1.508 -2.521 -2.621
H: 2.491 -1.860 -3.914
H: 4.882 -3.858 -3.196
H: 5.435 -2.784 -1.923
H: 4.573 -1.860 -4.719
H: 6.224 -1.976 -4.119
H: 5.098 -0.804 -3.409

Force components x, y, z for each atom (eV/Å):
0.2 0.3 0.2
-0.4 -1.2 -0.1
-0.7 -0.1 0.9
-0.1 -0.3 -0.2
0.1 -0.1 0.0
0.3 0.3 0.6
-0.5 0.7 -1.4
0.5 -0.7 1.2
0.8 1.3 -0.6
0.0 -0.3 0.0
0.0 0.0 0.0
0.0 0.0 0.0
0.0 0.0 0.0
-0.2 -0.1 -0.6
0.0 0.1 0.0
0.0 -0.1 0.0
0.0 0.1 0.0
-0.1 0.0 0.0
0.1 -0.1 0.0
0.0 0.0 0.0
0.0 0.0 0.0
0.0 0.0 0.0
0.0 0.0 0.0
0.0 0.0 0.0
0.0 0.0 0.0
0.0 0.0 0.0
-0.1 0.0 0.0
0.0 0.0 0.0
0.0 0.0 0.0
0.1 0.0 0.0
-0.1 0.0 0.0
0.0 0.0 0.1
0.1 0.0 0.0
-0.1 0.0 0.0
0.0 0.0 0.0
0.0 0.0 0.0
0.0 0.0 0.0
0.0 0.0 0.0
0.0 0.0 0.0
0.0 0.0 0.0
0.0 0.0 0.0
0.0 0.0 0.0
0.0 0.0 0.0
0.0 0.0 0.0

***

(2)
DFT (the ωB97M-V functional and the def2-TZVPD basis) results for a cluster of 2 separate species, C5H8O in total in a non-equilibrium geometry.

## Properties
lowest unoccupied orbital energy: 0.80 eV
DFT total energy: -270.443431 Ha
highest occupied orbital energy: -8.9 eV
frontier orbital gap: 9.70 eV

Positions of all 14 atoms, in Å:
C: -1.407 -0.507 0.868
C: -0.868 1.354 -0.367
O: -0.649 2.264 0.284
C: 0.557 -0.075 -0.880
C: 1.781 0.434 -1.046
C: 0.176 -0.646 0.452
H: -2.067 -0.902 0.081
H: -1.398 -1.172 1.713
H: -1.974 0.377 1.256
H: -0.031 -0.440 -1.720
H: 2.294 0.925 -0.221
H: 2.297 0.365 -1.993
H: 0.432 -1.726 0.348
H: 0.856 -0.249 1.227

Force components x, y, z for each atom (eV/Å):
0.7 -1.2 0.4
-0.9 2.9 -0.5
0.1 -0.3 -0.2
1.3 -1.2 -0.2
0.0 0.1 -0.2
-1.6 0.4 0.5
0.5 -0.2 0.2
-0.6 -0.7 0.4
1.3 -0.3 -0.4
0.3 -0.1 0.0
0.1 -0.4 0.0
-0.1 0.6 -0.2
-0.6 0.6 0.3
-0.5 0.0 -0.2

***

(3)
DFT (the ωB97M-V functional and the def2-TZVPD basis) results for the molecule C5H9NO2 in a non-equilibrium geometry.

## Properties
lowest unoccupied orbital energy: 0.76 eV
DFT total energy: -401.050486 Ha
highest occupied orbital energy: -9.3 eV
frontier orbital gap: 10.11 eV

Positions of all 17 atoms, in Å:
C: 2.087 -0.034 0.226
C: 0.739 0.153 -0.553
C: 0.471 1.529 -1.098
O: 0.980 2.261 -1.887
N: -0.745 1.556 -0.282
O: -1.961 2.133 -0.511
C: -0.545 0.151 0.257
C: -1.664 -0.821 -0.067
H: 1.939 0.327 1.346
H: 2.890 0.472 -0.367
H: 2.490 -1.073 0.259
H: 0.910 -0.638 -1.430
H: -2.181 2.736 0.185
H: -0.413 0.252 1.366
H: -2.697 -0.271 -0.229
H: -1.846 -1.571 0.807
H: -1.347 -1.295 -1.000

Force components x, y, z for each atom (eV/Å):
0.0 0.5 1.2
3.2 -3.0 -0.6
-2.3 0.1 0.7
-0.2 0.0 0.2
1.9 -0.4 -0.4
-0.3 -0.6 -1.3
-1.1 1.4 0.6
-1.7 -0.1 0.8
0.8 -0.4 -2.4
-0.6 0.2 0.9
-0.9 0.5 0.1
-1.3 1.7 1.6
0.3 0.6 0.9
0.2 -0.3 -0.9
2.2 -1.0 0.3
0.5 1.1 -1.8
-0.7 -0.4 0.2

***

(4)
DFT (the ωB97M-V functional and the def2-TZVPD basis) results for a structure of composition C51H40N5O6Ti in a non-equilibrium geometry.

## Properties
lowest unoccupied orbital energy: -3.69 eV
DFT total energy: -3542.024346 Ha
highest occupied orbital energy: -11.2 eV
net charge: +1
frontier orbital gap: 7.47 eV

Positions of all 103 atoms, in Å:
Ti: 0.373 -0.389 0.043
O: 0.536 1.010 0.984
C: 0.747 2.399 1.022
C: 1.239 2.799 -0.391
C: 0.148 2.468 -1.376
C: -0.530 3.489 -2.026
C: -1.554 3.176 -2.901
C: -1.876 1.846 -3.106
C: -1.185 0.868 -2.409
C: -1.544 -0.582 -2.530
C: -2.211 -1.064 -1.213
O: -1.344 -0.720 -0.161
C: -2.448 -2.582 -1.273
C: -3.159 -3.149 -2.327
C: -3.410 -4.511 -2.363
C: -2.973 -5.333 -1.334
C: -2.272 -4.777 -0.277
C: -2.006 -3.415 -0.253
C: -3.583 -0.403 -1.017
C: -4.033 -0.162 0.277
C: -5.285 0.381 0.517
C: -6.121 0.697 -0.543
C: -5.693 0.444 -1.837
C: -4.440 -0.103 -2.072
N: -0.193 1.178 -1.557
C: 1.734 2.708 2.144
C: 1.394 2.243 3.414
C: 2.217 2.488 4.498
C: 3.394 3.207 4.324
C: 3.741 3.659 3.062
C: 2.920 3.405 1.970
C: -0.560 3.157 1.292
C: -1.795 2.530 1.176
C: -2.966 3.248 1.373
C: -2.911 4.596 1.690
C: -1.680 5.226 1.802
C: -0.509 4.512 1.604
H: 1.463 3.862 -0.432
H: 2.137 2.224 -0.611
H: -0.257 4.517 -1.833
H: -2.097 3.958 -3.414
H: -2.659 1.569 -3.797
H: -2.200 -0.746 -3.379
H: -0.648 -1.182 -2.684
H: -3.536 -2.537 -3.138
H: -3.958 -4.929 -3.197
H: -3.182 -6.394 -1.359
H: -1.925 -5.404 0.537
H: -1.443 -2.999 0.564
H: -3.394 -0.409 1.113
H: -5.608 0.552 1.536
H: -7.097 1.127 -0.362
H: -6.342 0.668 -2.674
H: -4.162 -0.299 -3.099
H: 0.463 1.700 3.538
H: 1.934 2.135 5.482
H: 4.032 3.416 5.172
H: 4.661 4.212 2.922
H: 3.208 3.771 0.992
H: -1.833 1.482 0.916
H: -3.923 2.751 1.274
H: -3.823 5.155 1.853
H: -1.630 6.278 2.052
H: 0.450 5.009 1.698
C: 6.438 1.361 1.558
C: 5.858 0.878 2.725
C: 4.645 0.224 2.677
C: 3.995 0.034 1.449
C: 4.578 0.535 0.285
C: 5.795 1.190 0.341
N: 2.766 -0.657 1.342
N: 2.503 -1.313 2.366
C: 1.259 -1.875 2.591
C: 1.205 -2.876 3.565
C: -0.026 -3.284 4.033
C: -1.167 -2.654 3.553
C: -1.031 -1.701 2.563
N: 0.148 -1.342 2.051
H: 7.392 1.873 1.598
H: 6.352 1.019 3.677
H: 4.181 -0.143 3.579
H: 4.078 0.389 -0.659
H: 6.249 1.566 -0.566
H: 2.136 -3.283 3.932
H: -0.101 -4.053 4.790
H: -2.147 -2.906 3.931
H: -1.897 -1.206 2.149
O: 2.007 0.011 -1.258
C: 2.283 -0.548 -2.329
C: 1.828 -1.840 -2.711
C: 2.076 -2.329 -4.000
C: 1.660 -3.587 -4.336
C: 1.029 -4.410 -3.387
C: 0.793 -3.956 -2.120
C: 1.144 -2.637 -1.738
O: 0.864 -2.177 -0.566
N: 1.860 -4.070 -5.699
O: 2.450 -3.342 -6.476
O: 1.446 -5.182 -5.963
H: 2.947 -0.028 -3.033
H: 2.576 -1.717 -4.740
H: 0.736 -5.409 -3.681
H: 0.298 -4.581 -1.390

Force components x, y, z for each atom (eV/Å):
1.0 -1.0 -1.3
0.1 2.5 1.2
0.2 1.0 0.1
-0.2 -0.4 0.2
0.1 0.1 -0.1
0.0 -0.1 -0.1
0.0 0.0 0.0
0.1 0.1 0.0
0.0 0.1 -0.2
-0.1 0.1 0.4
-0.5 -0.3 -0.8
-1.3 -0.3 0.1
0.2 0.0 0.2
0.0 0.0 -0.1
0.0 0.0 -0.1
0.0 0.0 0.0
0.0 0.0 0.0
-0.1 0.1 0.0
0.1 0.1 0.3
0.0 0.0 0.0
0.0 0.0 0.0
0.0 0.0 0.0
-0.1 0.0 0.0
0.0 0.0 0.0
-0.4 0.1 0.1
0.0 -0.4 0.0
0.1 0.0 -0.1
-0.1 0.0 0.0
0.0 0.0 0.0
0.1 0.0 0.0
-0.1 0.0 -0.1
-0.1 -0.3 0.1
0.2 0.1 0.0
0.0 0.0 0.0
0.0 0.0 0.0
0.0 0.1 0.0
0.0 0.0 -0.1
-0.1 0.0 0.0
0.1 0.1 0.0
0.0 0.0 0.0
0.0 0.0 0.0
0.0 0.0 0.0
0.0 0.0 0.0
0.0 0.0 -0.1
0.0 0.0 0.0
0.0 0.0 0.0
0.0 0.0 0.0
0.0 0.0 0.0
0.0 0.0 0.0
0.0 0.0 0.0
0.0 0.0 0.0
0.0 0.0 0.0
0.0 0.0 0.0
0.0 0.0 0.0
0.0 0.0 0.1
0.0 0.0 0.0
0.0 0.0 0.0
0.0 0.0 0.0
0.0 0.0 0.0
-0.1 -0.1 0.0
0.0 0.0 0.0
0.0 0.0 0.0
0.0 0.0 0.0
0.0 0.0 0.0
0.0 0.0 0.0
0.0 0.1 -0.1
-0.3 -0.1 -0.1
0.8 0.3 -0.1
-0.2 -0.2 0.0
0.1 0.1 0.0
-1.2 -0.4 0.6
1.4 0.2 0.0
-1.1 -0.3 0.2
0.2 0.3 -0.3
-0.2 0.0 0.0
0.1 -0.1 0.1
-0.1 0.0 0.0
0.6 -0.6 0.1
0.0 0.0 0.0
0.0 0.0 0.0
0.0 0.0 0.0
0.1 0.0 0.1
0.0 0.0 0.0
0.0 0.0 0.1
0.0 0.0 0.0
0.0 0.0 0.0
0.0 0.0 -0.1
0.1 0.1 -0.4
0.1 -0.1 0.0
-0.3 -0.2 0.4
0.1 0.0 -0.2
-0.2 0.2 0.3
0.1 0.0 -0.2
0.0 0.1 0.3
0.4 -0.3 -0.6
0.0 -0.6 0.0
0.3 -0.2 -0.2
-0.2 0.0 0.1
0.0 0.2 0.0
0.0 0.1 0.1
0.0 0.0 0.0
0.0 0.0 0.0
0.0 0.0 0.0

***

(5)
DFT (the ωB97M-V functional and the def2-TZVPD basis) results for a structure of composition C10H30ClIO3P3Pr in a non-equilibrium geometry.

## Properties
2S+1: 3
<S²>: 2.00
lowest unoccupied orbital energy (spin up / spin down): -6.70 / -6.62 eV
DFT total energy: -2923.204038 Ha
highest occupied orbital energy (spin up / spin down): -14.0 / -14.0 eV
net charge: +2
frontier orbital gap (spin up / spin down): 7.30 / 7.38 eV

Positions of all 49 atoms, in Å:
C: -0.913 -2.213 0.800
I: -2.113 1.033 0.105
H: -0.941 -3.030 0.035
H: -0.431 -2.757 1.686
H: -0.354 -1.431 0.351
Pr: 1.123 0.759 -0.820
P: -2.718 -1.933 0.934
C: -3.015 -0.911 2.381
C: -3.997 -1.958 -0.264
H: -4.688 -2.620 0.315
H: -3.923 -3.872 1.761
H: -3.822 -2.460 -1.213
H: -2.596 -4.326 0.708
H: -3.352 0.097 2.096
H: -4.553 -1.062 -0.383
C: -2.883 -3.661 1.525
H: -3.867 -1.495 2.761
H: -2.217 -3.905 2.362
H: -2.175 -0.876 3.082
P: 2.380 -0.066 -3.045
C: 3.574 1.281 -2.759
C: 3.155 -1.653 -3.257
H: 0.558 -0.269 -4.612
H: 2.116 0.314 -5.351
H: 1.022 1.439 -4.453
C: 1.415 0.414 -4.508
H: 2.400 -2.458 -3.352
H: 3.764 -1.546 -4.172
H: 4.384 0.999 -3.449
H: 3.917 1.285 -1.693
H: 3.789 -1.891 -2.385
H: 3.141 2.275 -3.012
Cl: -0.315 -1.243 -2.047
C: 0.663 0.178 2.969
O: 1.415 0.665 1.753
P: 2.432 2.065 1.799
O: 1.636 3.095 2.740
C: 0.216 3.270 2.964
O: 1.858 2.735 0.099
C: 0.847 3.718 -0.282
H: 0.457 -0.872 2.811
H: -0.289 0.697 3.119
H: 1.304 0.304 3.846
H: -0.442 2.711 2.270
H: 0.002 2.952 4.002
H: 0.131 4.361 2.895
H: 0.274 3.313 -1.122
H: 0.150 3.965 0.546
H: 1.480 4.585 -0.538

Force components x, y, z for each atom (eV/Å):
0.0 -2.1 -0.8
1.4 1.2 -0.9
0.5 0.7 0.3
-1.1 1.3 -0.8
0.4 0.5 0.2
-3.1 -1.4 0.2
2.8 -1.5 2.4
-1.8 -0.3 -0.3
-1.4 -1.0 0.1
0.2 0.3 -0.7
0.0 -0.2 0.3
0.4 0.2 0.1
-0.1 0.1 -0.1
0.1 -0.7 0.5
0.0 1.1 -0.3
-0.4 -0.1 0.2
0.1 0.6 0.8
-0.4 0.2 -0.1
-0.2 -0.2 -0.3
-1.5 0.5 0.6
0.5 -0.3 -0.3
0.7 -0.3 -0.5
0.4 0.1 0.0
-0.5 0.2 -0.1
0.3 -0.2 0.1
0.4 -0.5 -0.4
0.3 0.6 -0.1
0.0 -0.6 0.4
0.3 0.9 0.5
0.1 0.0 -0.9
-0.1 0.2 -0.5
0.4 -0.6 0.0
0.6 0.5 -0.1
0.5 0.3 -0.1
0.2 1.0 0.2
-2.6 1.5 0.3
1.4 -1.8 -1.0
-0.4 0.4 0.7
0.6 -1.2 1.5
0.8 0.8 1.1
0.2 -0.1 -0.2
0.4 0.1 -0.4
-0.1 0.0 -0.2
0.5 0.4 0.1
0.1 0.2 -0.5
-0.6 -0.4 0.0
-0.1 0.2 -0.2
0.5 -0.2 -0.7
-0.9 -0.2 -0.3